C5H6S3 | the ωB97M-V functional and the def2-TZVPD basis

Structure (XYZ):
```
14
Properties=species:S:1:pos:R:3
S -2.446 2.182 -1.997
H 1.587 -0.012 0.318
H 0.693 1.006 -1.913
C 0.717 -1.882 1.415
H -0.495 2.397 0.772
C -0.120 -0.237 -0.377
C 0.718 -0.730 0.423
S -1.759 -0.690 -0.912
C -0.067 1.083 -1.070
H 1.452 -2.562 1.181
H 0.985 -1.607 2.452
C -1.520 0.986 -1.492
S 0.329 2.608 -0.142
H -0.074 -2.542 1.343
```

frontier orbital gap: 8.4 eV
HOMO level: -8.8 eV
lowest unoccupied orbital energy: -0.32 eV
E_tot: -37785.6578 eV
energy relative to the best compared isomer or geometry (same formula, charge and spin): 2.135 eV
structure (SMILES): C/C=C1\SC(=S)[C@H]1S

Löwdin atomic charge list, values in e, 8 entries: 0.695, 0.133, 0.142, -0.053, -0.178, -0.635, -0.164, 0.975